[1]
Below is a single C2H4NP molecule at a distorted geometry, with properties calculated with ωB97M-V/def2-TZVPD.

Output
Relative energy (zero: lowest compared OMol25 entry of this formula, charge and spin), kcal/mol: 22.47
Highest occupied orbital energy, eV: -9.7
Gap between HOMO and LUMO, Ha: 0.3532
Maximum force, hartree/bohr: 0.046
Lowest unoccupied orbital energy, eV: -0.06

Structure (ORCA input):
```
! RIJCOSX wB97M-V def2-TZVPD def2/J DEFGRID3
* xyz 0 1
C -1.6050 0.5547 -0.3474
C 0.7937 -0.3427 0.0912
N 1.9575 -0.7277 -0.2202
P -0.3947 -0.0988 -1.2693
H -2.5750 0.9292 -0.6576
H -1.3581 0.3977 0.7707
H 0.5684 0.0566 1.0991
H 2.6131 -0.7691 0.5336
*
```

***

[2]
Below is C6H8N as an isolated structure at a distorted geometry, with properties calculated with ωB97M-V/def2-TZVPD.

Output
Relative energy (zero: lowest compared OMol25 entry of this formula, charge and spin), kcal/mol: 201.06
Highest occupied orbital energy, eV: -12.9
Gap between HOMO and LUMO, Ha: 0.3308
Maximum force, hartree/bohr: 0.076
Lowest unoccupied orbital energy, eV: -3.87

Structure (ORCA input):
```
! RIJCOSX wB97M-V def2-TZVPD def2/J DEFGRID3
* xyz 1 1
C -1.1071 0.7872 -2.5484
C -0.9928 -0.4879 -2.1097
C -0.7427 0.5389 -1.2141
C -0.6763 1.3289 0.6038
C 0.2263 -1.1337 1.1523
C 1.4345 -0.2632 1.2338
N 0.0735 0.2880 1.4095
H -1.2106 1.4618 -3.3374
H -0.7603 -1.5185 -2.4118
H 0.0905 2.0302 0.2828
H -0.2651 -1.3441 0.1668
H -0.1367 -1.5918 2.0535
H 2.0729 -0.4153 2.0512
H 2.0294 -0.1418 0.2723
H -0.0355 0.4614 2.3953
*
```

***

[3]
Below is a 2-piece molecular cluster, C5H11O2 overall at a distorted geometry, with properties calculated with ωB97M-V/def2-TZVPD.

Output
Relative energy (zero: lowest compared OMol25 entry of this formula, charge and spin), kcal/mol: 21.41
Highest occupied orbital energy, eV: -3.8
Gap between HOMO and LUMO, Ha: 0.2830
Maximum force, hartree/bohr: 0.060
Lowest unoccupied orbital energy, eV: 3.95

Structure (ORCA input):
```
! RIJCOSX wB97M-V def2-TZVPD def2/J DEFGRID3
* xyz -1 1
C 2.1128 0.7798 -1.4284
C 2.8050 -0.4070 -0.7215
H 2.6955 0.9454 -2.3588
H 1.2247 0.4124 -1.9023
H 1.9826 1.6128 -0.7433
H 3.6434 -0.0586 -0.0768
H 3.1625 -0.9999 -1.5581
H 2.1120 -0.8711 0.0086
C -1.9596 0.3931 0.1810
C -1.2397 1.4524 -0.6914
C -1.0080 -0.6273 0.9147
O -0.8133 -1.7323 0.3507
O -0.4060 -0.1951 1.9240
H -2.3789 0.8863 1.0964
H -2.8375 -0.1288 -0.1875
H -0.8722 2.2532 -0.0676
H -1.9757 1.8176 -1.4570
H -0.4686 0.8734 -1.1991
*
```